DFT (ωB97M-V/def2-TZVPD) results for C3H5N3 in the gas phase.

Results
Maximum force in eV Å⁻¹: 0.6
Electronic energy in hartree: -281.53019
Orbital gap in eV: 9.457
Energy relative to the best compared isomer or geometry (same formula, charge and spin) in kJ/mol: 157.16

Positions of all 11 atoms, in Å:
N  0.691  -1.023  0.328
C  -0.482  -1.473  -0.126
C  1.176  0.378  0.258
N  0.079  1.323  0.287
C  -1.023  0.895  -0.175
N  -1.258  -0.416  -0.576
H  1.303  -1.746  0.688
H  1.848  0.604  1.099
H  1.739  0.534  -0.679
H  -1.879  1.571  -0.229
H  -2.195  -0.647  -0.875

---

DFT (ωB97M-V/def2-TZVPD) results for a gas-phase ion, CHN4O2S (charge -1) at a distorted geometry.

Results
Maximum force in eV Å⁻¹: 4.6
Electronic energy in hartree: -806.42494
Orbital gap in eV: 9.420
Total charge: -1
Energy relative to the best compared isomer or geometry (same formula, charge and spin) in kJ/mol: 19.10

Positions of all 9 atoms, in Å:
C  1.301  -0.283  -0.038
N  2.062  0.778  0.112
N  1.216  1.839  0.142
N  0.061  1.417  0.059
N  -0.017  0.091  -0.087
O  -2.476  -0.517  -1.233
O  -1.887  -1.705  0.865
S  -2.038  -0.447  0.220
H  1.778  -1.174  -0.041

---

DFT (ωB97M-V/def2-TZVPD) results for C12H13NO3S in the gas phase.

Results
Maximum force in eV Å⁻¹: 0.8
Electronic energy in hartree: -1143.67501
Orbital gap in eV: 8.791
Energy relative to the best compared isomer or geometry (same formula, charge and spin) in kJ/mol: 283.27
SMILES: O=S1(=O)C=C(N2CCOCC2)c2ccccc21

Positions of all 30 atoms, in Å:
O  3.028  0.026  2.791
S  2.245  -0.959  2.093
O  2.620  -2.336  2.267
C  2.079  -0.496  0.388
C  0.809  -0.150  0.108
N  0.353  0.302  -1.103
C  1.228  0.193  -2.253
C  0.418  0.563  -3.514
O  -0.952  0.314  -3.323
C  -1.518  1.176  -2.360
C  -0.534  1.442  -1.207
C  -0.134  -0.407  1.216
C  -1.523  -0.416  1.166
C  -2.243  -0.713  2.315
C  -1.602  -1.021  3.503
C  -0.214  -1.083  3.545
C  0.488  -0.776  2.405
H  2.941  -0.415  -0.238
H  1.572  -0.841  -2.308
H  2.105  0.853  -2.168
H  0.577  1.619  -3.778
H  0.723  -0.056  -4.359
H  -1.812  2.129  -2.827
H  -2.418  0.665  -2.010
H  -1.059  1.612  -0.270
H  0.060  2.343  -1.425
H  -2.048  -0.236  0.242
H  -3.322  -0.714  2.275
H  -2.179  -1.244  4.387
H  0.312  -1.373  4.440

---

DFT (ωB97M-V/def2-TZVPD) results for C2H3Cl2N in the gas phase at a distorted geometry.

Results
Maximum force in eV Å⁻¹: 5.7
Electronic energy in hartree: -1053.02643
Orbital gap in eV: 10.217
Energy relative to the best compared isomer or geometry (same formula, charge and spin) in kJ/mol: 253.54
SMILES: Cl[C@@H]1CN1Cl

Positions of all 8 atoms, in Å:
Cl  -1.443  2.278  0.023
C  -1.169  0.627  -0.282
C  0.506  0.275  -0.232
N  -0.310  0.433  -1.412
Cl  -0.432  -0.817  -2.575
H  -1.875  -0.182  -0.061
H  1.296  1.057  -0.073
H  0.543  -0.571  0.271